A structure of composition C36H53N4OP2Pb in a non-equilibrium geometry, computed with ωB97M-V with the def2-TZVPD basis set.

## Properties
* total charge: +1
* LUMO energy: -2.74 eV
* F_max: 13.91 eV/A
* Kohn-Sham gap: 0.198 Ha
* energy relative to the best compared isomer or geometry (same formula, charge and spin): 54.8 kcal/mol
* energy: -70017.6525 eV
* HOMO: -8.134 eV

Element x y z (Å)
C -0.143 2.379 1.070
C -1.844 0.723 0.940
C -0.926 3.171 1.912
C -2.725 1.591 1.641
C -2.269 2.765 2.162
H -0.493 4.094 2.340
H -3.756 1.310 1.767
H -2.911 3.422 2.789
N -0.561 1.170 0.658
P 1.838 2.127 -0.897
P -1.249 -2.026 0.615
C 1.206 2.885 0.633
H 1.199 4.004 0.534
H 1.963 2.705 1.462
C 2.530 -2.231 -2.580
O 3.150 -2.797 -3.270
C -2.286 -0.592 0.823
H -3.377 -0.748 0.516
C -2.051 -3.388 -0.489
C -1.491 -2.368 2.457
C 1.066 3.214 -2.267
C 3.730 2.243 -0.755
C -1.257 -3.507 -1.814
H -0.192 -3.680 -1.628
H -1.651 -4.367 -2.370
H -1.362 -2.625 -2.447
C -1.957 -4.747 0.218
H -0.919 -4.988 0.480
H -2.579 -4.793 1.120
H -2.314 -5.529 -0.472
C -3.515 -3.064 -0.828
H -3.901 -3.890 -1.442
H -4.149 -3.004 0.060
H -3.596 -2.133 -1.399
C -0.474 -3.462 2.843
H 0.517 -3.241 2.418
H -0.385 -3.471 3.936
H -0.793 -4.453 2.506
C -1.114 -1.104 3.246
H -0.118 -0.723 2.963
H -1.849 -0.303 3.114
H -1.098 -1.361 4.318
C -2.943 -2.749 2.723
H -3.668 -2.425 1.956
H -3.066 -3.837 2.858
H -3.273 -2.267 3.661
C 4.367 1.584 -2.006
H 5.445 1.535 -1.843
H 4.002 0.564 -2.164
H 4.183 2.170 -2.907
C 4.161 1.447 0.493
H 3.871 1.952 1.425
H 3.755 0.425 0.515
H 5.261 1.367 0.488
C 4.199 3.695 -0.608
H 5.248 3.677 -0.291
H 4.161 4.242 -1.552
H 3.635 4.246 0.152
C -0.481 3.169 -2.097
H -0.918 3.768 -2.904
H -0.861 2.149 -2.183
H -0.805 3.591 -1.141
C 1.417 2.614 -3.632
H 1.079 1.572 -3.728
H 0.907 3.205 -4.405
H 2.490 2.654 -3.841
C 1.518 4.666 -2.172
H 1.349 5.108 -1.181
H 2.568 4.794 -2.446
H 0.925 5.245 -2.894
Pb 1.049 -0.600 -0.631
N -0.857 -0.282 -2.192
C -2.100 -0.070 -2.175
C -3.368 0.281 -2.330
C -3.433 0.327 -3.720
C -4.483 0.681 -1.576
C -4.588 0.675 -4.401
H -2.519 0.062 -4.281
C -5.664 1.043 -2.264
H -4.440 0.738 -0.492
C -5.726 1.029 -3.664
H -4.589 0.659 -5.505
H -6.560 1.347 -1.690
H -6.646 1.296 -4.177
N 5.011 -2.483 4.659
C 4.114 -2.107 3.719
C 3.355 -0.931 3.912
C 2.452 -0.550 2.917
N 2.288 -1.247 1.761
C 3.004 -2.390 1.595
C 3.909 -2.847 2.534
H 5.177 -1.979 5.478
H 5.579 -3.347 4.515
H 3.464 -0.330 4.800
H 1.842 0.360 3.036
H 2.837 -2.934 0.660
H 4.472 -3.773 2.350

Atomic partial charges in e from the Mulliken method, atoms 1 to 5: -0.72, -0.92, -0.82, -1.13, -0.98